ORCA calculation (ωB97M-V/def2-TZVPD) on a 2-piece molecular cluster, C12H10Cl2 overall.

Properties
Energy relative to the best compared isomer or geometry (same formula, charge and spin), kJ/mol: 0.00
HOMO-LUMO gap, eV: 9.61
DFT total energy, Eh: -1383.6376
SMILES string: Clc1ccccc1.Clc1ccccc1

Structure (XYZ):
```
24
Properties=species:S:1:pos:R:3:forces:R:3
H 1.94939 0.14020 2.14312 -0.181 -0.213 -0.445
C -0.70176 0.82171 -1.31107 -0.468 0.413 0.417
H 0.24034 2.37644 1.55849 -0.272 -0.313 -0.324
C 2.33591 -0.22273 0.04287 0.174 -0.155 0.086
C -1.88019 0.21079 -0.88327 -0.313 0.511 -0.203
H 0.98938 2.06915 -0.80854 -0.533 -0.244 0.200
C -0.36012 1.76489 0.87216 -0.203 0.410 -0.117
C 0.06557 1.59915 -0.44624 -0.160 0.405 -0.090
Cl -0.18139 0.60899 -2.95321 -0.226 0.339 -0.230
H -0.17965 -1.17219 2.16216 0.336 0.044 -0.508
Cl -1.50719 -2.59040 0.08180 0.155 -0.444 0.086
C 1.59785 -0.34171 1.22128 0.305 -0.334 0.141
C 1.88120 -0.83835 -1.12259 0.281 -0.348 -0.069
H -2.46605 -0.39674 -1.58560 0.329 0.321 0.392
C 0.41010 -1.07111 1.24152 0.156 -0.341 0.138
H -3.21849 -0.09206 0.78011 0.478 0.227 -0.178
H 0.32602 -2.06130 -2.03048 0.201 0.280 0.504
H 3.27067 0.35325 0.03372 -0.456 -0.279 0.003
C -2.29162 0.38626 0.43701 -0.343 0.258 -0.027
C -1.53564 1.16158 1.31732 -0.180 0.170 0.001
C 0.69437 -1.57200 -1.11916 0.368 -0.530 0.139
H 2.45606 -0.74952 -2.05385 -0.307 -0.038 0.464
H -1.86533 1.29579 2.35602 0.160 -0.068 -0.506
C -0.02943 -1.68010 0.06641 0.699 -0.069 0.125
```
Forces are in eV/Å.

ORCA calculation (ωB97M-V/def2-TZVPD) on Cl4HgIO20S as an isolated structure at a distorted geometry.

Properties
Charge: -4
HOMO-LUMO gap (alpha / beta), eV: 6.39 / 5.90
DFT total energy, Eh: -4193.5396
2S+1: 2

Structure (XYZ):
```
27
Properties=species:S:1:pos:R:3:forces:R:3
O -23.28576 -9.60458 10.26888 1.357 -2.291 0.479
I -21.11705 -8.83421 7.21146 0.046 0.827 0.245
Hg -21.62258 -6.24028 8.52467 0.905 -0.001 -0.843
O -25.26538 -4.04351 7.16365 1.337 -0.358 -0.336
O -23.16823 -7.30393 9.66673 3.764 4.166 -3.055
Cl -22.61507 -2.87890 10.35877 -2.500 5.860 0.182
O -24.80027 -5.14979 5.16849 0.416 -0.907 0.244
O -25.11227 -6.28808 7.22250 -1.389 -5.217 1.716
O -19.60815 -4.74517 7.56003 -1.973 3.100 -0.700
O -17.10516 -5.54691 11.01036 2.967 -3.515 -0.440
O -18.89271 -5.34863 12.38951 -1.493 -0.008 3.839
O -22.75105 -1.84995 9.41852 1.760 2.399 -3.948
Cl -18.45800 -5.15462 11.07643 2.028 -1.909 0.892
O -24.51874 -7.79811 11.36611 -1.163 -0.736 1.915
O -18.28852 -3.82087 10.79838 -2.647 5.267 -1.872
O -22.04229 -4.00845 9.88299 2.494 -6.115 -2.676
O -19.31554 -5.97990 10.29919 -0.988 -0.074 -2.144
Cl -18.34635 -4.69072 6.85181 3.282 -2.760 4.332
O -17.52462 -5.33745 7.91283 0.926 1.150 -2.002
O -17.58960 -3.47740 6.37492 -2.515 -0.821 0.858
O -23.95411 -3.00928 10.70572 -3.700 -2.806 2.931
O -24.98727 -8.79879 9.25223 -1.530 -0.658 -1.600
O -21.82974 -2.36929 11.38742 1.898 0.529 3.432
S -23.93815 -8.32491 10.17228 -3.123 -0.748 3.043
O -23.11186 -5.13113 6.81771 -0.028 -0.199 0.248
Cl -24.55888 -5.21132 6.60881 -0.316 6.593 -1.907
O -18.52013 -5.56472 5.76329 0.187 -0.768 -2.832
```
Forces are in eV/Å.

ORCA calculation (ωB97M-V/def2-TZVPD) on the molecule C4H6N2O.

Properties
Energy relative to the best compared isomer or geometry (same formula, charge and spin), kJ/mol: 120.52
HOMO-LUMO gap, eV: 8.21
DFT total energy, Eh: -340.7490
SMILES string: Nc1cc[nH]c1O

Structure (XYZ):
```
13
Properties=species:S:1:pos:R:3:forces:R:3
N 1.34526 -0.91673 -0.05487 -0.055 -0.020 0.133
C -0.47973 0.36967 -0.08085 0.041 -0.289 0.069
C 1.76560 0.38907 0.09642 0.017 0.150 0.077
H -1.55812 -1.67083 0.57672 0.044 -0.267 -0.113
C -0.01967 -0.91519 -0.10027 0.090 0.269 0.280
C 0.66101 1.20970 0.12536 -0.046 -0.075 -0.050
H -2.14199 1.56056 0.00995 0.038 0.019 0.118
N -1.88686 0.59016 -0.09677 -0.008 0.138 0.050
H 0.63483 2.25781 0.40684 0.147 -0.180 -0.371
H 1.91817 -1.70193 -0.33044 -0.086 0.214 0.314
O -0.74897 -2.02660 0.17007 -0.235 -0.210 -0.477
H 2.81373 0.59996 0.23991 -0.112 0.104 -0.194
H -2.30328 0.25436 -0.96208 0.164 0.147 0.163
```
Forces are in eV/Å.